(1)
DFT (wB97M-V/def2-TZVPD) results for a 6-piece molecular cluster, C52H72N6O9P overall at a distorted geometry.

Summary:
Highest occupied orbital energy = -10.48 eV
Max |F| = 0.2237 Eh/bohr
Frontier orbital gap = 6.72 eV
Total energy = -91724.6271 eV

The geometry in ORCA input format:
```
! wB97M-V def2-TZVPD RIJCOSX def2/J DEFGRID3
* xyz 1 1
C 4.538 0.680 3.377
C 4.311 0.631 1.721
C 3.081 -0.288 1.227
C 1.900 0.229 0.303
N 2.161 1.141 -0.849
C 3.410 1.257 -1.317
O 4.724 1.260 -1.679
C 1.236 -1.170 -0.372
C 2.012 -1.728 -1.691
C 1.566 -1.008 -3.136
C 2.715 -0.389 -4.183
N 0.273 -0.929 -3.593
N 0.941 -2.100 0.740
P 1.866 -3.496 1.098
O 0.957 -4.724 1.642
O 2.796 -4.300 -0.137
O 3.083 -3.338 2.397
C -0.006 -1.581 1.772
O 0.421 -2.156 3.096
C -1.490 -2.330 1.579
C -2.009 -2.425 0.037
C -3.593 -2.962 0.035
C -4.616 -1.955 -0.763
C -6.058 -1.705 -0.012
O -6.049 -0.642 1.005
C -6.292 0.689 0.425
C -6.302 1.883 1.593
C -0.107 0.057 1.957
C 0.061 0.530 3.529
O 1.423 0.472 4.081
C 1.420 -0.062 5.465
O -1.529 0.343 1.548
N -2.332 0.651 2.537
O -3.499 0.344 2.355
N 0.673 0.889 0.958
C 0.777 2.364 1.254
C 1.975 2.955 2.125
N 2.830 3.885 1.513
H 5.687 0.876 3.592
H 4.240 -0.377 3.787
H 3.919 1.552 3.866
H 5.331 0.154 1.319
H 4.328 1.737 1.272
H 3.577 -1.219 0.658
H 2.645 -0.792 2.219
H 0.155 -0.937 -0.838
H 1.592 -2.835 -1.863
H 3.178 -1.750 -1.580
H 2.395 0.625 -4.669
H 2.787 -1.192 -5.064
H 3.789 -0.376 -3.690
H -0.357 -1.380 -2.896
H 3.725 -3.882 -0.110
H 3.962 -3.072 1.995
H -0.437 -2.237 3.630
H -1.279 -3.461 1.907
H -2.293 -1.973 2.367
H -1.406 -3.209 -0.603
H -1.980 -1.400 -0.541
H -3.917 -3.091 1.159
H -3.577 -4.057 -0.438
H -4.875 -2.499 -1.792
H -4.062 -0.961 -1.048
H -6.843 -1.400 -0.828
H -6.349 -2.711 0.561
H -7.373 0.703 -0.044
H -5.506 1.035 -0.371
H -5.440 2.672 1.445
H -7.322 2.481 1.560
H -6.172 1.446 2.685
H -0.268 1.662 3.727
H -0.593 -0.105 4.296
H 2.533 -0.188 5.868
H 0.852 0.689 6.182
H 0.924 -1.147 5.508
H 0.035 0.958 0.095
H -0.249 2.660 1.795
H 0.711 3.012 0.249
H 2.226 2.793 3.277
H 3.537 4.206 2.221
C -6.479 6.791 4.391
C -7.362 6.340 3.411
C -7.853 5.035 3.461
C -7.468 4.185 4.498
C -6.587 4.638 5.480
C -6.089 5.939 5.425
H -6.094 7.807 4.350
H -7.667 7.004 2.607
H -8.536 4.681 2.694
H -7.854 3.170 4.540
H -6.289 3.976 6.289
H -5.399 6.290 6.187
C -8.530 4.036 -2.553
C -7.499 4.249 -1.638
C -6.206 3.817 -1.931
C -5.941 3.181 -3.144
C -6.972 2.971 -4.060
C -8.267 3.394 -3.763
H -9.539 4.369 -2.323
H -7.704 4.751 -0.696
H -5.404 3.978 -1.216
H -4.932 2.849 -3.375
H -6.765 2.476 -5.006
H -9.070 3.225 -4.475
C 6.326 -2.689 -6.702
C 5.576 -2.632 -5.528
C 4.807 -3.728 -5.137
C 4.797 -4.886 -5.916
C 5.550 -4.944 -7.088
C 6.312 -3.844 -7.484
H 6.923 -1.833 -7.008
H 5.590 -1.733 -4.918
H 4.217 -3.681 -4.226
H 4.202 -5.742 -5.609
H 5.543 -5.846 -7.694
H 6.894 -3.888 -8.400
C 7.473 7.319 -0.583
C 6.758 6.724 -1.623
C 5.750 5.804 -1.339
C 5.449 5.486 -0.014
C 6.161 6.084 1.025
C 7.176 6.997 0.741
H 8.262 8.034 -0.805
H 6.988 6.978 -2.655
H 5.198 5.336 -2.149
H 4.660 4.772 0.207
H 5.926 5.837 2.057
H 7.735 7.458 1.551
C 3.026 -7.612 -1.423
C 2.276 -7.555 -0.249
C 1.507 -8.651 0.142
C 1.497 -9.808 -0.637
C 2.250 -9.867 -1.809
C 3.012 -8.767 -2.205
H 3.623 -6.756 -1.729
H 2.290 -6.656 0.361
H 0.917 -8.604 1.053
H 0.902 -10.664 -0.330
H 2.243 -10.769 -2.415
H 3.594 -8.811 -3.121
*
```

Atom charges from the Mulliken analysis, given in e for atoms 1 to 5: atom 1 (C): -0.65, atom 2 (C): -0.49, atom 3 (C): 0.33, atom 4 (C): 0.44, atom 5 (N): -0.72

(2)
DFT (wB97M-V/def2-TZVPD) results for a 3-piece molecular cluster, C40H48N3O11P overall at a distorted geometry.

Summary:
Highest occupied orbital energy = -9.13 eV
Max |F| = 0.0422 Eh/bohr
Frontier orbital gap = 8.15 eV
SMILES = C#CCc1cc(CCC(=O)O)c(CC(=O)O)c2c1C(=O)c1c(OCCCC)c([PH2]=O)c(-c3ccncc3)c(CCCO)c1C2=O.CNC(C)=O.CNC(C)=O
Total energy = -78537.3216 eV

The geometry in ORCA input format:
```
! wB97M-V def2-TZVPD RIJCOSX def2/J DEFGRID3
* xyz 0 1
C -0.477 1.368 4.206
C 0.602 0.853 4.017
C 1.788 0.016 3.580
C 1.312 -1.212 2.782
C 1.136 -2.427 3.495
C 0.726 -3.621 2.850
C 0.536 -4.942 3.626
C 1.900 -5.754 3.586
C 1.741 -7.095 2.823
O 1.140 -8.036 3.251
O 2.329 -7.171 1.549
C 0.470 -3.590 1.438
C -0.009 -4.836 0.653
C -1.408 -4.595 0.022
O -1.700 -5.032 -1.052
O -2.334 -3.811 0.722
C 0.655 -2.370 0.752
C 1.084 -1.166 1.394
C 1.258 0.105 0.535
O 2.150 0.890 0.724
C 0.213 0.246 -0.590
C -0.299 1.520 -0.971
O 0.172 2.603 -0.302
C 1.250 3.297 -0.975
C 1.942 2.524 -2.131
C 3.243 3.307 -2.571
C 4.295 2.207 -3.000
C -1.287 1.552 -1.980
P -2.020 3.171 -2.528
O -1.916 4.252 -1.508
C -1.774 0.373 -2.632
C -2.824 0.434 -3.719
C -4.235 0.529 -3.445
C -5.095 0.548 -4.561
N -4.801 0.521 -5.857
C -3.494 0.472 -6.138
C -2.531 0.411 -5.111
C -1.225 -0.905 -2.260
C -1.691 -2.200 -2.971
C -1.047 -2.221 -4.421
C 0.200 -3.153 -4.492
O 1.383 -2.360 -4.273
C -0.228 -0.942 -1.237
C 0.430 -2.249 -0.768
O 0.763 -3.110 -1.548
H -1.484 1.649 4.490
H 2.336 -0.280 4.508
H 2.513 0.614 2.993
H 1.333 -2.510 4.574
H -0.295 -5.536 3.198
H 0.245 -4.707 4.667
H 2.333 -5.906 4.591
H 2.635 -5.161 3.006
H 1.664 -6.950 0.881
H -0.018 -5.751 1.270
H 0.691 -4.993 -0.191
H -2.079 -2.883 0.573
H 0.823 4.247 -1.367
H 2.033 3.606 -0.249
H 1.268 2.554 -3.009
H 2.282 1.509 -1.862
H 3.710 3.851 -1.726
H 3.066 3.960 -3.444
H 5.197 2.642 -3.468
H 3.772 1.504 -3.686
H 4.539 1.602 -2.099
H -3.356 2.964 -2.977
H -1.301 3.574 -3.699
H -4.601 0.573 -2.408
H -6.174 0.605 -4.322
H -3.192 0.447 -7.197
H -1.472 0.345 -5.409
H -2.800 -2.196 -3.006
H -1.391 -3.111 -2.429
H -1.815 -2.476 -5.174
H -0.656 -1.208 -4.623
H 0.142 -3.972 -3.749
H 0.304 -3.574 -5.519
H 2.005 -2.881 -3.748
C 5.456 -1.742 8.024
N 4.663 -1.162 6.956
C 3.955 -0.003 6.972
C 3.970 0.811 8.240
O 3.332 0.351 5.980
H 6.486 -1.848 7.680
H 5.057 -2.730 8.261
H 5.441 -1.128 8.918
H 4.610 -1.655 6.077
H 3.363 1.702 8.100
H 3.551 0.232 9.065
H 4.989 1.119 8.479
C -5.084 8.641 -2.209
N -4.903 7.386 -2.910
C -4.819 6.136 -2.382
C -4.923 5.997 -0.886
O -4.664 5.170 -3.114
H -5.999 9.117 -2.568
H -4.236 9.293 -2.429
H -5.155 8.499 -1.135
H -4.825 7.404 -3.915
H -4.837 4.947 -0.617
H -4.115 6.544 -0.400
H -5.890 6.367 -0.538
*
```

Atom charges from the Mulliken analysis, given in e for atoms 1 to 5: atom 1 (C): 0.01, atom 2 (C): -0.64, atom 3 (C): 0.11, atom 4 (C): 0.65, atom 5 (C): -1.13

(3)
DFT (wB97M-V/def2-TZVPD) results for C6H14Br2Cl2N4OOsS as an isolated structure at a distorted geometry.

Summary:
Highest occupied orbital energy (spin up / spin down) = -21.75 / -21.75 eV
Max |F| = 0.0200 Eh/bohr
Frontier orbital gap (spin up / spin down) = 6.52 / 6.52 eV
Total energy = -192842.6313 eV

The geometry in ORCA input format:
```
! wB97M-V def2-TZVPD RIJCOSX def2/J DEFGRID3
* xyz 4 1
Os -0.175 -0.744 0.656
Br 1.222 0.128 -1.241
C 1.250 1.948 -0.501
Br 0.195 1.815 1.127
H 0.781 2.629 -1.205
H 2.278 2.192 -0.250
Cl -2.205 -0.255 -0.314
C -4.155 1.533 -0.093
Cl -5.471 0.660 -0.320
H -3.723 2.046 -0.948
H -3.852 1.766 0.922
C -0.565 -4.157 -2.119
S 0.507 -3.468 -0.881
C 0.737 -4.854 0.206
O -0.522 -2.527 -0.071
H 0.018 -4.926 -2.633
H -0.824 -3.370 -2.825
H -1.444 -4.588 -1.640
H 1.324 -5.580 -0.365
H -0.229 -5.272 0.485
H 1.320 -4.528 1.065
N 2.269 -1.589 6.505
C 1.042 -1.373 6.104
N 0.017 -1.220 6.905
N 0.825 -1.314 4.745
C 0.469 -1.169 3.629
N 0.178 -1.102 2.435
H 2.504 -1.639 7.491
H 3.027 -1.712 5.848
H 0.123 -1.287 7.912
H -0.919 -1.078 6.555
*
```

Atom charges from the Mulliken analysis, given in e for atoms 1 to 5: atom 1 (Os): 1.28, atom 2 (Br): 0.13, atom 3 (C): -0.44, atom 4 (Br): 0.06, atom 5 (H): 0.43

(4)
DFT (wB97M-V/def2-TZVPD) results for an isolated ion of composition C4H12N4O4 and charge +2 at a distorted geometry.

Summary:
Highest occupied orbital energy = -16.80 eV
Max |F| = 0.1244 Eh/bohr
Frontier orbital gap = 9.56 eV
SMILES = NC1=C([NH3+])[NH2+]C(O)(O)C(O)(O)N1
Total energy = -18473.8696 eV

The geometry in ORCA input format:
```
! wB97M-V def2-TZVPD RIJCOSX def2/J DEFGRID3
* xyz 2 1
N -2.107 1.433 -0.610
C -1.025 0.836 -0.136
C -1.249 -0.503 0.710
N -2.329 -1.386 0.307
N 0.093 -1.202 0.734
C 1.136 -0.689 -0.351
O 0.504 -0.908 -1.531
O 2.289 -1.451 -0.175
C 1.472 0.814 -0.025
O 2.424 1.214 -0.887
O 1.855 0.728 1.334
N 0.181 1.542 -0.053
H -2.185 2.470 -0.625
H -3.089 1.030 -0.539
H -2.282 -1.988 1.169
H -3.240 -0.865 0.559
H -2.295 -1.859 -0.521
H 0.557 -0.786 1.667
H 0.101 -2.286 0.798
H 1.201 -1.140 -2.210
H 3.218 -1.123 -0.230
H 2.785 2.166 -0.768
H 1.869 1.510 1.907
H 0.114 2.446 -0.524
*
```

Atom charges from the Mulliken analysis, given in e for atoms 1 to 5: atom 1 (N): -0.39, atom 2 (C): 0.35, atom 3 (C): -0.44, atom 4 (N): -0.23, atom 5 (N): -0.20

(5)
DFT (wB97M-V/def2-TZVPD) results for one molecule with the formula C2H9N2P at a distorted geometry.

Summary:
Highest occupied orbital energy = -8.63 eV
Max |F| = 0.0564 Eh/bohr
Frontier orbital gap = 9.66 eV
SMILES = CNN(C)P
Total energy = -14486.5735 eV

The geometry in ORCA input format:
```
! wB97M-V def2-TZVPD RIJCOSX def2/J DEFGRID3
* xyz 0 1
C 1.553 -0.858 0.197
N 0.747 0.018 -0.587
N -0.466 0.335 0.036
C -0.669 1.746 0.063
P -1.855 -0.680 -0.002
H 1.202 -1.870 0.219
H 2.526 -0.824 -0.129
H 1.468 -0.462 1.134
H 0.452 -0.397 -1.463
H -1.697 1.973 0.503
H 0.068 2.179 0.695
H -0.584 2.259 -0.874
H -1.502 -1.634 1.046
H -1.244 -1.785 -0.840
*
```

Atom charges from the Mulliken analysis, given in e for atoms 1 to 5: atom 1 (C): -0.92, atom 2 (N): -0.55, atom 3 (N): 0.22, atom 4 (C): -0.79, atom 5 (P): -0.13